1.
{
  "formula": "C23H23N4O4SW",
  "method": "the ωB97M-V functional and the def2-TZVPD basis",
  "species": ["W", "N", "C", "O", "C", "C", "H", "H", "H", "H", "H", "H", "S", "C", "C", "C", "C", "C", "C", "N", "C", "C", "C", "C", "C", "C", "C", "H", "H", "H", "H", "H", "H", "H", "H", "N", "C", "C", "O", "O", "H", "H", "H", "H", "O", "N", "C", "C", "C", "C", "C", "H", "H", "H", "H", "H"],
  "coordinates": [[9.310035, 8.812460, 8.002189], [5.476331, 10.355949, 8.857618], [6.496881, 9.545405, 8.585375], [7.460637, 9.982028, 7.940846], [6.510024, 8.087046, 8.947036], [7.534307, 7.460741, 8.033214], [5.503879, 11.309576, 8.569956], [4.660832, 10.030832, 9.351372], [5.485398, 7.707053, 8.841536], [6.771846, 8.005551, 10.001473], [7.175499, 7.469373, 6.997068], [7.766498, 6.434003, 8.300636], [9.805607, 10.151714, 12.395845], [9.302795, 8.484253, 12.446725], [9.052496, 7.663311, 13.544856], [8.684987, 6.353889, 13.335250], [8.602350, 5.828611, 12.036801], [8.897933, 6.614520, 10.929963], [9.188473, 7.974060, 11.147623], [9.475540, 8.927672, 10.165951], [9.807152, 10.108068, 10.670993], [9.992679, 11.232724, 9.754903], [10.324815, 12.519764, 10.188502], [10.303454, 13.559811, 9.273741], [10.037142, 13.317809, 7.934499], [9.754919, 12.032314, 7.511265], [9.725539, 10.948697, 8.391544], [9.147287, 8.068980, 14.544201], [8.483953, 5.720557, 14.175723], [8.395935, 4.785799, 11.912134], [8.919829, 6.200969, 9.942153], [10.621172, 12.689368, 11.222487], [10.553449, 14.553030, 9.618897], [10.066368, 14.138087, 7.250100], [9.566806, 11.899776, 6.438909], [11.596963, 9.043020, 8.111698], [12.332777, 7.887272, 8.676797], [11.451401, 6.654034, 8.383022], [11.878884, 5.525163, 8.429215], [10.214114, 6.945036, 8.140072], [11.966378, 9.279779, 7.168986], [11.765417, 9.872662, 8.659672], [12.431996, 7.976587, 9.758114], [13.292316, 7.765537, 8.212431], [9.192076, 8.885236, 5.937476], [10.422230, 8.629563, 5.282944], [11.285204, 9.671370, 4.983280], [12.613874, 9.418435, 4.868301], [13.132567, 8.134470, 4.988563], [12.202764, 7.073582, 5.057252], [10.886766, 7.332776, 5.187830], [10.855231, 10.668890, 4.954890], [13.266487, 10.261675, 4.706884], [14.181320, 7.942739, 4.871865], [12.523749, 6.039312, 5.089114], [10.126637, 6.564872, 5.342692]],
  "forces_ev_per_angstrom": [[0.3, -0.4, -0.2], [-0.5, -0.5, 0.5], [-0.1, -0.4, -0.3], [0.2, 0.4, -0.1], [-0.8, 0.3, 0.0], [0.5, 0.3, -0.2], [0.1, 0.4, -0.2], [0.2, -0.1, -0.1], [0.0, -0.1, 0.1], [0.1, -0.1, 0.2], [-0.1, -0.1, 0.1], [0.0, 0.0, 0.0], [0.0, 0.0, 0.1], [-0.1, -0.4, -0.3], [0.1, 0.5, 0.3], [0.0, 0.1, -0.5], [0.6, 0.7, -0.1], [-0.2, 0.3, 0.8], [0.5, 0.0, 0.0], [-0.1, 0.3, 0.3], [-0.3, -0.7, -0.4], [0.0, 0.1, -0.2], [-0.1, -0.1, 0.0], [0.5, 0.0, 0.6], [-0.1, -0.3, 0.6], [0.0, -0.1, -0.7], [0.0, -0.1, 0.4], [0.0, -0.1, 0.0], [-0.1, -0.2, 0.3], [-0.2, -0.4, -0.1], [0.0, 0.0, -0.3], [-0.2, 0.1, -0.1], [0.0, 0.1, -0.1], [-0.1, 0.3, -0.4], [0.0, -0.2, 0.5], [0.7, 0.3, -0.5], [-1.3, -0.3, -0.6], [0.3, 0.0, 0.2], [0.4, -0.2, 0.1], [-0.4, 0.3, -0.2], [-0.3, -0.3, 0.6], [0.1, 0.2, 0.1], [0.0, 0.1, 0.0], [0.5, -0.1, -0.1], [1.4, -0.3, -0.4], [-0.8, 0.2, -0.2], [-0.7, 0.5, 0.5], [0.3, 0.6, 0.0], [0.3, -0.4, -0.2], [0.3, -0.3, 0.3], [-1.1, -0.4, 0.5], [0.0, -0.3, -0.1], [0.1, 0.1, -0.1], [0.3, 0.0, 0.0], [0.0, 0.1, -0.2], [0.3, 0.3, -0.1]],
  "lowdin_spin": [1.648, 0.007, 0.011, 0.018, 0.001, 0.003, 0.000, 0.000, -0.001, 0.000, 0.010, -0.001, 0.023, -0.001, 0.002, -0.005, 0.002, -0.003, 0.008, 0.014, 0.055, 0.005, 0.006, 0.001, 0.007, 0.004, 0.014, 0.000, 0.000, 0.000, 0.000, 0.000, 0.000, 0.001, 0.000, 0.009, 0.002, 0.009, 0.017, 0.034, 0.007, 0.002, 0.000, 0.001, 0.123, 0.282, 0.164, 0.043, 0.245, 0.058, 0.134, 0.014, -0.002, 0.018, 0.000, 0.009],
  "spin_multiplicity": 4,
  "s_squared": 3.783,
  "e_lumo_ha": [-0.0164, -0.0206],
  "orbital_gap_ev": [4.455, 7.858],
  "homo_energy_ev": [-4.901, -8.418]
}



2.
{
  "formula": "C12H20N4O2Re",
  "method": "the ωB97M-V functional and the def2-TZVPD basis",
  "species": ["Re", "N", "C", "C", "C", "N", "C", "C", "N", "C", "H", "H", "H", "H", "H", "H", "H", "H", "H", "H", "H", "H", "H", "H", "H", "H", "O", "C", "O", "C", "C", "C", "C", "C", "N", "H", "H", "H", "H"],
  "coordinates": [[-0.258070, -0.678058, 0.490317], [-4.425908, 2.872998, 2.103167], [-3.151862, 2.109726, 1.771666], [-2.420515, 1.790569, 3.075941], [-0.960345, 1.362806, 2.914255], [-0.774221, -0.108754, 2.510726], [-0.169449, 2.267421, 1.978001], [-0.852073, 2.539334, 0.649326], [-0.624850, 1.348553, -0.296346], [-2.321067, 2.952240, 0.801759], [-5.073824, 2.322264, 2.679320], [-4.944835, 3.150465, 1.261009], [-4.229602, 3.736732, 2.625214], [-3.508420, 1.194503, 1.291013], [-2.975526, 1.059467, 3.670139], [-2.375597, 2.695143, 3.692428], [-0.510502, 1.427801, 3.906071], [-1.503884, -0.677735, 2.943520], [0.076982, -0.395503, 3.007973], [0.853916, 1.898545, 1.834262], [-0.027877, 3.225107, 2.486897], [-0.354146, 3.379425, 0.164151], [0.261734, 1.560438, -0.769367], [-1.303051, 1.401968, -1.062493], [-2.807357, 3.013970, -0.175913], [-2.279116, 3.982494, 1.172097], [2.298060, -3.885000, -0.118028], [1.232960, -3.578581, -0.190627], [1.185273, -1.460555, 0.688228], [-0.180166, -3.632580, -0.465619], [-0.564232, -4.830921, -1.040449], [-1.918820, -5.016946, -1.355509], [-2.796368, -3.999482, -1.066550], [-2.323445, -2.817663, -0.474841], [-1.044106, -2.601359, -0.173343], [0.167403, -5.608296, -1.239549], [-2.249592, -5.945256, -1.808308], [-3.854713, -4.089454, -1.280525], [-3.025088, -2.027623, -0.236213]],
  "forces_ev_per_angstrom": [[-0.5, -0.4, -0.2], [0.0, 0.0, 0.0], [0.0, 0.0, 0.0], [0.0, 0.0, 0.0], [0.2, -0.1, 0.1], [-0.3, 0.2, -0.2], [0.0, 0.2, 0.2], [0.0, 0.0, -0.1], [0.0, 0.1, 0.4], [0.0, 0.0, 0.0], [0.0, 0.0, 0.0], [0.0, 0.0, 0.0], [0.0, 0.0, 0.0], [0.0, 0.0, 0.0], [0.0, 0.0, 0.0], [0.0, 0.0, 0.0], [0.0, 0.0, 0.0], [0.0, 0.0, 0.0], [0.0, -0.1, 0.0], [0.0, 0.0, 0.0], [0.0, 0.0, 0.0], [0.0, 0.0, 0.0], [0.0, 0.0, -0.1], [0.0, -0.1, 0.0], [0.0, 0.0, 0.0], [0.0, 0.0, 0.0], [0.4, 0.2, 0.2], [-0.5, -0.7, -0.3], [0.7, 0.5, 0.1], [0.0, 0.1, 0.0], [0.0, 0.0, 0.0], [0.0, 0.0, 0.0], [0.0, 0.1, 0.0], [-0.1, -0.1, 0.0], [0.1, 0.1, 0.1], [0.0, 0.0, 0.0], [0.0, 0.0, 0.0], [0.0, 0.0, 0.0], [0.0, 0.0, 0.0]],
  "lowdin_spin": [0.798, 0.000, 0.000, 0.001, 0.009, 0.010, 0.002, 0.008, 0.035, 0.000, 0.000, 0.000, 0.000, 0.000, 0.000, 0.000, 0.001, -0.001, 0.001, 0.001, 0.000, 0.000, 0.003, 0.010, 0.000, 0.000, 0.001, 0.003, 0.075, 0.005, 0.002, 0.004, 0.000, 0.011, 0.020, 0.000, 0.000, 0.000, 0.001],
  "spin_multiplicity": 2,
  "s_squared": 0.763,
  "e_lumo_ha": [-0.5524, -0.5499],
  "orbital_gap_ev": [7.821, 7.850],
  "total_charge": 4,
  "homo_energy_ev": [-22.853, -22.814]
}



3.
{
  "formula": "C14H16O",
  "method": "the ωB97M-V functional and the def2-TZVPD basis",
  "species": ["C", "C", "C", "C", "C", "C", "C", "H", "H", "H", "H", "H", "H", "H", "H", "C", "C", "C", "C", "C", "C", "C", "O", "H", "H", "H", "H", "H", "H", "H", "H"],
  "coordinates": [[-0.488650, 0.068464, 4.824038], [-0.764156, -0.227476, 0.655643], [-0.247204, 0.948201, 1.256155], [-1.419966, -1.211414, 1.400599], [-0.360864, 1.049650, 2.640673], [-1.244996, -1.236768, 2.791299], [-0.749963, -0.090290, 3.337087], [-0.747723, -0.398275, -0.383453], [0.252307, 1.724947, 0.760499], [-1.844252, -2.019465, 0.780893], [-0.187474, 2.097774, 3.102473], [-1.336694, -2.165599, 3.352124], [-1.458801, 0.472363, 5.268242], [0.393227, 0.657220, 4.998028], [-0.240670, -0.900584, 5.321731], [0.486239, 2.536515, -1.998912], [0.021626, -0.863188, -3.714842], [-0.015349, 0.493161, -3.423209], [0.736618, -1.721461, -2.804779], [0.755595, 1.077772, -2.340146], [1.560000, -1.179140, -1.836561], [1.499154, 0.106133, -1.539989], [0.831414, -3.164821, -2.971239], [-0.624300, -1.199027, -4.531682], [-0.635958, 1.045351, -4.143560], [-0.003280, -3.365383, -3.419261], [2.239394, -1.836615, -1.384194], [0.550075, 2.548350, -0.902445], [-0.382337, 3.028024, -2.356155], [2.144287, 0.463203, -0.630015], [1.282695, 3.262373, -2.109049]],
  "forces_ev_per_angstrom": [[-1.6, -1.4, 0.7], [-0.7, 0.8, 1.2], [-1.0, -1.9, 1.2], [1.1, -0.3, -0.8], [-0.2, 1.5, -1.4], [-0.1, -0.4, -1.4], [1.0, 1.3, 2.6], [0.1, 0.2, -1.1], [0.3, 0.8, -1.0], [0.2, 0.2, 0.8], [0.1, -2.3, -0.3], [-0.5, 0.4, 0.1], [1.6, -0.3, -0.1], [0.0, 0.7, 0.2], [-0.6, 0.5, -0.4], [2.1, -0.7, 2.2], [0.3, -1.3, 1.9], [1.3, 0.6, 0.8], [0.0, -1.1, -2.3], [-1.5, -1.9, -1.1], [-1.0, -2.3, -1.4], [0.7, 6.0, 1.1], [-0.9, 2.7, 0.0], [0.5, -0.3, 0.3], [0.4, 0.4, 0.8], [0.3, -0.4, 0.0], [0.6, -0.8, 1.0], [-1.0, 0.2, -0.1], [-1.1, -0.2, -0.4], [-1.3, -0.4, -1.9], [0.7, -0.2, -1.1]],
  "lowdin_charge": [-0.070, -0.081, -0.068, -0.072, -0.066, -0.056, -0.321, 0.068, 0.052, 0.109, 0.147, 0.116, 0.105, 0.057, 0.082, -0.055, -0.031, -0.059, -0.236, -0.207, -0.085, -0.086, -0.002, 0.109, 0.111, 0.086, 0.112, 0.046, 0.067, 0.155, 0.071],
  "smiles": "Cc1ccc(O)cc1.Cc1ccccc1",
  "e_lumo_ha": 0.0319,
  "orbital_gap_ev": 9.245,
  "homo_energy_ev": -8.377
}



Relative energy (zero: lowest compared OMol25 entry of this formula, charge and spin): 0.0, 0.0, 52.0 (kcal/mol)